DFT (wB97M-V/def2-TZVPD) results for 13 unconnected molecules or ions with the total composition C48H100N4O27S4 at a distorted geometry.

Computed properties:
Kohn-Sham gap: 9.4 eV
E_LUMO: 0.13 eV
Energy: -5732.14125 a.u.
M: 1293.60 g mol⁻¹
Max |F|: 5.24 eV Å⁻¹
Highest occupied orbital energy: -9.25 eV

Atoms and positions in Å:
C -7.05 -4.44 0.15
C -6.50 -3.07 -0.25
O -6.20 -2.84 -1.40
N -6.53 -2.16 0.66
C -6.06 -0.77 0.48
H -6.37 -4.91 0.86
H -7.15 -5.13 -0.70
H -7.96 -4.34 0.73
H -6.93 -2.44 1.54
H -6.05 -0.18 1.39
H -6.65 -0.32 -0.32
H -5.03 -0.83 0.14
C -0.05 -0.19 6.76
C 0.27 0.89 5.70
O 1.24 0.71 5.03
N -0.61 1.90 5.67
C -0.43 3.11 4.83
H -1.02 -0.04 7.23
H 0.72 -0.04 7.52
H 0.12 -1.21 6.40
H -1.34 1.97 6.37
H -0.70 3.97 5.43
H -1.10 2.95 3.99
H 0.58 3.25 4.45
C 0.71 2.46 -6.03
C 0.05 3.41 -5.18
O -0.75 4.27 -5.66
N 0.35 3.38 -3.90
C -0.21 4.34 -2.97
H -0.04 1.69 -6.21
H 1.59 2.10 -5.49
H 1.11 2.91 -6.94
H 1.20 2.91 -3.64
H -1.29 4.45 -2.87
H 0.22 5.32 -3.16
H 0.12 4.12 -1.95
C 1.13 5.45 2.70
C -0.21 6.07 2.54
O -0.59 7.01 3.24
N -1.04 5.54 1.58
C -2.45 5.96 1.38
H 1.69 5.67 3.61
H 1.73 5.98 1.96
H 1.16 4.37 2.61
H -0.64 4.71 1.17
H -2.62 6.96 0.99
H -3.14 5.82 2.22
H -2.88 5.33 0.60
C 4.46 1.58 2.21
C 4.50 3.10 2.45
O 3.75 3.60 1.40
C 4.10 4.74 0.76
O 4.86 5.58 1.19
O 3.29 4.85 -0.31
C 3.27 6.04 -1.06
H 4.99 1.04 2.99
H 4.80 1.23 1.23
H 3.43 1.31 2.44
H 5.49 3.54 2.52
H 3.99 3.32 3.39
H 3.09 5.59 -2.03
H 4.12 6.72 -1.01
H 2.37 6.63 -0.91
C 0.83 -6.45 -2.66
C 1.11 -4.96 -2.54
O -0.11 -4.28 -2.53
C -0.61 -3.87 -1.35
O -0.16 -4.15 -0.21
O -1.81 -3.26 -1.60
C -2.67 -2.84 -0.51
H 0.42 -6.74 -1.69
H 1.75 -7.01 -2.78
H 0.07 -6.76 -3.38
H 1.68 -4.82 -3.46
H 1.78 -4.68 -1.72
H -3.58 -2.45 -0.96
H -2.28 -2.05 0.13
H -2.97 -3.69 0.10
C 4.96 -3.99 -5.48
C 4.48 -2.86 -4.56
O 3.02 -2.67 -4.80
C 2.38 -1.82 -4.01
O 2.88 -1.02 -3.18
O 1.10 -1.82 -4.41
C 0.18 -0.89 -3.88
H 4.30 -4.81 -5.21
H 5.97 -4.34 -5.32
H 4.70 -3.78 -6.52
H 5.11 -2.00 -4.77
H 4.52 -3.03 -3.48
H 0.48 0.15 -3.75
H -0.33 -1.24 -2.99
H -0.58 -0.84 -4.66
C 0.27 -3.08 3.38
C -1.18 -3.45 2.99
O -1.47 -4.62 3.68
C -2.60 -5.26 3.39
O -3.42 -4.90 2.54
O -2.63 -6.34 4.07
C -3.55 -7.40 3.89
H 0.36 -2.37 4.20
H 0.81 -2.40 2.72
H 0.87 -3.98 3.48
H -1.17 -3.65 1.92
H -1.83 -2.61 3.27
H -3.58 -7.74 2.85
H -4.53 -7.06 4.23
H -3.37 -8.19 4.61
C 5.00 3.47 -6.70
C 4.95 2.38 -5.69
O 4.09 2.88 -4.66
C 3.95 2.35 -3.39
O 2.98 2.56 -2.67
O 5.00 1.57 -3.03
C 4.99 0.89 -1.74
H 5.68 3.17 -7.50
H 5.44 4.37 -6.27
H 4.00 3.57 -7.13
H 5.95 2.20 -5.29
H 4.52 1.44 -6.04
H 6.04 0.68 -1.57
H 4.48 -0.07 -1.80
H 4.53 1.38 -0.88
C 3.66 -3.02 1.07
C 3.92 -2.24 2.40
C 5.38 -2.27 2.65
S 6.24 -2.10 1.00
O 7.32 -3.00 0.97
O 6.48 -0.66 0.75
C 4.72 -2.69 0.05
H 2.66 -2.76 0.72
H 3.72 -4.08 1.31
H 3.32 -2.71 3.19
H 3.57 -1.21 2.36
H 5.71 -3.24 3.00
H 5.72 -1.61 3.45
H 4.99 -3.53 -0.58
H 4.40 -1.83 -0.54
C -4.44 1.77 -2.03
C -4.76 2.92 -3.07
C -3.91 2.67 -4.26
S -4.01 0.84 -4.50
O -2.62 0.42 -4.73
O -5.06 0.58 -5.45
C -4.65 0.49 -2.80
H -5.02 1.73 -1.11
H -3.39 1.88 -1.77
H -4.66 3.88 -2.56
H -5.77 2.78 -3.43
H -2.86 2.86 -4.01
H -4.23 3.21 -5.15
H -4.10 -0.37 -2.41
H -5.72 0.32 -2.95
C 0.96 0.79 -0.73
C 1.01 -0.12 0.49
C 0.11 0.54 1.62
S -1.32 1.15 0.69
O -1.42 2.55 1.05
O -2.45 0.22 0.72
C -0.51 0.92 -0.93
H 1.47 0.38 -1.60
H 1.50 1.70 -0.48
H 2.05 -0.33 0.74
H 0.61 -1.02 0.02
H 0.68 1.40 1.97
H -0.13 -0.03 2.52
H -0.88 1.70 -1.59
H -1.01 0.03 -1.33
C -4.00 -0.64 3.51
C -2.93 -0.55 4.58
C -3.46 -1.23 5.88
S -5.27 -0.85 5.93
O -5.57 0.34 6.71
O -6.07 -2.03 6.10
C -5.42 -0.35 4.17
H -3.87 -1.58 2.98
H -3.83 0.15 2.77
H -2.79 0.53 4.64
H -1.94 -0.96 4.41
H -2.98 -1.11 6.85
H -3.37 -2.28 5.60
H -5.62 0.71 4.07
H -6.32 -0.84 3.82

These are the Mulliken partial charges, in e, on atoms 1 to 99: -1.2912 0.8745 -0.6460 -0.0667 -0.4373 0.2184 0.3389 0.4109 0.2022 0.2272 0.4202 -0.2043 -1.2148 0.7229 -0.5704 -0.0105 -0.8382 0.2606 0.4364 0.1941 0.2838 0.4977 0.2830 0.0478 -0.7540 0.9067 -0.7592 0.8498 -1.2621 0.0901 0.0059 0.3582 -0.2883 0.2086 0.4131 0.3868 -0.1649 0.4666 -0.7168 0.1495 -0.9508 0.4799 0.1378 -0.3420 0.0102 0.3388 0.3098 0.2464 0.1246 -0.8005 -0.0040 0.4808 -0.6255 0.0729 -0.8228 0.3864 -0.1570 -0.1843 0.4796 0.2517 0.1979 0.3682 0.2743 -1.4654 0.5296 -0.3895 0.8343 -0.6680 -0.4575 0.1913 0.3291 0.4095 0.3187 0.0613 0.1109 -0.1000 -0.2160 0.3645 -1.3364 0.2987 -0.4237 0.4240 -0.3375 -0.4669 0.6338 0.3026 0.3971 0.3226 0.2723 -0.0022 -0.1357 -0.2689 0.3596 -0.7862 2.1879 -0.3981 0.7445 -0.5510 -0.3677